No. 1
ORCA calculation (ωB97M-V with the def2-TZVPD basis set) on 2 unconnected molecules or ions with the total composition C7H19NOSi2.

Cartesian coordinates (Å):
C: -2.01965 -1.13991 -0.20127
C: -4.44531 -0.70063 0.13793
C: 1.35302 -1.89167 -1.26412
C: 3.31886 -1.62921 1.12467
C: -0.49235 3.00075 0.65526
C: 1.76415 2.13977 -1.14303
C: 0.63070 0.21619 0.95230
N: -2.99392 -0.50662 0.38664
O: -1.97757 -2.07432 -0.93036
Si: 1.28462 -1.52422 0.55788
Si: 0.27104 1.54940 -0.26364
H: -4.81138 0.28401 -0.38869
H: -4.58676 -1.66369 -0.55113
H: -4.89545 -0.89724 1.10343
H: 2.10635 -2.65843 -1.35590
H: 0.42517 -2.41946 -1.61307
H: 1.59617 -0.96929 -1.91478
H: 3.68684 -1.39013 2.08556
H: 3.45268 -2.68774 1.10649
H: 4.00026 -1.12702 0.37977
H: -1.50847 3.09457 1.08455
H: 0.23105 3.27724 1.41176
H: -0.41761 3.65933 -0.20497
H: 2.04198 1.50545 -1.99164
H: 1.59118 3.10754 -1.51069
H: 2.68346 2.08770 -0.52787
H: 0.23157 0.18384 1.91565
H: -2.75858 0.35215 0.70063
H: 0.91073 -2.45507 1.63522
H: -0.67278 1.27667 -1.37660

Energy above the lowest of the compared OMol25 structures with the same formula, charge and spin, eV: 6.8247
LUMO level (spin up / spin down), eV: 0.2 / -0.6
Net charge: 0
HOMO level (spin up / spin down), Eh: -0.306 / -0.294

Results of the Löwdin charge analysis, in e, for atoms 1 through 6: -0.329, -0.049, -0.227, -0.211, -0.224, -0.221


No. 2
ORCA calculation (ωB97M-V with the def2-TZVPD basis set) on 2 unconnected molecules or ions with the total composition C7H19NSi2.

Cartesian coordinates (Å):
C: -2.37588 0.70657 1.90456
C: -2.28151 1.43801 0.62592
C: -1.07773 0.81681 2.57691
C: -1.32265 0.58711 -0.28748
C: 0.02224 0.02741 1.85558
C: -0.00266 0.56932 0.42414
C: 3.32197 0.75495 -2.07236
N: 2.37166 -0.32548 -2.37901
Si: 0.06608 -2.81297 -1.65701
Si: 1.53528 -1.16935 -1.13866
H: -3.29052 0.98520 2.46417
H: -2.50173 -0.35090 1.74964
H: -3.28340 1.45020 0.09632
H: -1.86820 2.50446 0.51189
H: -0.78469 1.87809 2.45567
H: -1.15950 0.58819 3.59163
H: -1.85028 -0.43740 -0.48226
H: -1.15487 1.10143 -1.19478
H: 0.97348 0.14916 2.29135
H: -0.27545 -1.02478 1.98836
H: 0.61710 1.44974 0.29085
H: 2.67314 1.62031 -2.01606
H: 3.64939 0.60449 -1.03981
H: 4.26451 0.61847 -2.61997
H: 2.12415 -0.38333 -3.37472
H: 0.60038 -4.05410 -0.91763
H: -0.32348 -3.19048 -2.92606
H: -1.10872 -2.51485 -0.80584
H: 2.44188 -1.58627 0.08467

Energy above the lowest of the compared OMol25 structures with the same formula, charge and spin, eV: 0.0000
LUMO level, eV: 0.8
Net charge: 0
HOMO level, Eh: -0.248

Results of the Löwdin charge analysis, in e, for atoms 1 through 6: -0.261, -0.226, -0.238, -0.277, -0.221, -0.220


No. 3
ORCA calculation (ωB97M-V with the def2-TZVPD basis set) on a molecular structure, C7H19O9Tl.

Cartesian coordinates (Å):
Tl: 3.04486 12.95277 -2.33032
O: 2.15578 9.95617 -5.11955
C: 2.17356 10.23461 -3.79612
O: 1.84521 9.32851 -2.97112
O: 2.43733 11.37847 -3.35870
H: 1.99087 9.01481 -5.02872
C: 1.10415 16.16415 -0.88571
C: 1.69838 14.79834 -0.39157
O: 2.99679 14.49625 -0.94268
O: 1.97762 17.25879 -0.73218
H: 0.21645 16.38354 -0.29246
H: 0.88347 16.12881 -1.95255
H: 0.87606 14.08574 -0.32771
H: 1.89946 15.09941 0.63655
H: 3.55105 15.27612 -0.86394
H: 2.68898 17.24722 -1.37671
C: 5.38904 13.95791 -0.58050
C: 5.61243 14.52843 -1.95891
O: 4.45793 14.82960 -2.69825
O: 4.69922 12.71374 -0.70710
H: 4.84202 14.61535 0.09527
H: 6.33038 13.76134 -0.06735
H: 6.15304 13.80560 -2.56994
H: 6.24021 15.41502 -1.86968
H: 4.69397 15.68192 -3.07166
H: 4.92175 12.22936 0.09130
C: 5.91870 10.17976 -3.99277
C: 5.80508 11.56280 -3.30068
O: 4.47309 11.90978 -3.26406
O: 5.17272 10.04900 -5.23630
H: 5.52273 9.43757 -3.29961
H: 6.98508 10.01817 -4.15032
H: 6.55871 12.22007 -3.73440
H: 6.10978 11.47138 -2.25814
H: 4.07777 11.38342 -3.96282
H: 4.89678 9.14554 -5.40719

Energy above the lowest of the compared OMol25 structures with the same formula, charge and spin, eV: 1.5653
LUMO level, eV: -10.3
Net charge: +2
HOMO level, Eh: -0.589

Results of the Löwdin charge analysis, in e, for atoms 1 through 6: 1.473, 0.167, -0.684, 0.080, -0.096, 0.139


No. 4
ORCA calculation (ωB97M-V with the def2-TZVPD basis set) on a molecular structure, C7H20F9N8O15S3Y.

Cartesian coordinates (Å):
Y: 0.02247 -0.05486 0.29898
C: -0.49586 0.74229 5.11087
F: 0.56433 -0.05595 5.11168
F: -1.57026 -0.03093 5.27836
F: -0.38726 1.56542 6.15808
S: -0.56177 1.77447 3.47251
O: 0.61828 2.59489 3.63418
O: -0.37833 0.84929 2.35087
O: -1.82614 2.48353 3.42023
C: 1.97708 -3.02732 3.52770
F: 2.20596 -2.28705 4.59471
F: 2.89352 -2.65323 2.60846
F: 2.19832 -4.30495 3.87671
S: 0.26486 -2.82501 2.76016
O: -0.64309 -2.71488 3.88532
O: 0.30287 -1.64542 1.88307
O: 0.03413 -4.02096 1.95004
C: 1.77538 -0.52209 -4.15172
F: 0.65270 -1.24965 -4.34852
F: 2.76168 -1.22982 -3.60918
F: 2.20206 -0.21272 -5.37752
S: 1.33776 1.07715 -3.10494
O: 2.53292 1.88928 -3.05330
O: 0.18702 1.68808 -3.78822
O: 0.92283 0.50990 -1.83457
O: 2.25827 -0.23296 0.90486
H: 2.99758 -0.71968 0.53009
H: 2.60471 0.16433 1.71307
O: -2.08546 -0.93627 0.92235
H: -2.67266 -0.72797 1.65800
H: -2.49251 -1.68647 0.48326
C: -2.21671 2.50247 -0.77614
O: -1.55710 1.64627 -0.19224
N: -3.39442 3.01426 -0.39106
N: -1.67802 3.14771 -1.85442
H: -3.73981 2.86478 0.54269
H: -3.91771 3.62604 -0.98717
H: -0.93072 2.72016 -2.38277
H: -2.10916 4.00991 -2.13054
C: -2.44729 -0.75635 -2.50882
O: -1.44440 -0.75194 -1.77439
N: -3.42186 -1.68398 -2.39495
N: -2.51596 0.06746 -3.57491
H: -3.24487 -2.34307 -1.66014
H: -4.22424 -1.64537 -2.99433
H: -1.65079 0.59455 -3.66089
H: -3.21971 -0.20400 -4.23508
C: 0.83290 -3.18672 -1.10675
O: 0.69739 -2.00274 -0.75831
N: 2.06312 -3.72965 -1.29142
N: -0.12460 -4.10946 -1.15702
H: 2.86511 -3.12597 -1.30403
H: 2.11364 -4.72301 -1.38479
H: -1.05689 -3.73022 -1.13618
H: 0.06863 -5.05826 -1.40027
C: 1.65601 3.22030 0.41109
O: 0.97495 2.18055 0.43997
N: 1.69197 4.11322 1.44532
N: 2.55594 3.46391 -0.55666
H: 2.39412 4.82645 1.46870
H: 1.27310 3.68962 2.27139
H: 2.39836 2.86846 -1.36142
H: 3.10762 4.29417 -0.47001

Energy above the lowest of the compared OMol25 structures with the same formula, charge and spin, eV: 1.4451
LUMO level, eV: -0.3
Net charge: 0
HOMO level, Eh: -0.345

Results of the Löwdin charge analysis, in e, for atoms 1 through 6: 1.580, -0.630, 0.131, 0.132, 0.134, 0.560


No. 5
ORCA calculation (ωB97M-V with the def2-TZVPD basis set) on a single C7H20N2O3Si molecule.

Cartesian coordinates (Å):
C: -1.96079 -0.97164 1.14639
O: -0.95522 -0.29445 0.42681
Si: 0.35963 0.09207 1.48350
C: 1.78206 -1.01845 0.93669
C: 1.86676 -0.74936 -0.59042
N: 0.82594 -1.40140 -1.38469
C: 0.65350 -0.86824 -2.74406
C: -0.78146 -0.91497 -3.11909
N: -1.71354 -0.17179 -2.36235
O: -0.16407 -0.16633 3.05865
C: -0.44203 1.10663 3.71469
O: 0.72540 1.72561 1.32016
C: 0.52034 2.54688 0.22360
H: -1.59261 -1.20471 2.18664
H: -2.82131 -0.31099 1.21230
H: -2.25031 -1.83210 0.47254
H: 1.62816 -2.04393 1.21530
H: 2.67403 -0.74444 1.53007
H: 1.82356 0.30483 -0.72498
H: 2.82254 -0.96533 -1.01677
H: -0.02974 -1.28242 -0.79053
H: 1.09744 0.13360 -2.79973
H: 1.28919 -1.46881 -3.48363
H: -1.15622 -1.91094 -3.07774
H: -0.88652 -0.67285 -4.19002
H: -1.55908 -0.26783 -1.38009
H: -1.53516 0.85862 -2.47981
H: 0.20125 1.30516 4.55390
H: -1.43051 0.94193 4.08869
H: -0.35232 2.01054 3.00305
H: -0.04490 3.41962 0.43035
H: 1.38775 2.92093 -0.34109
H: 0.01821 1.89455 -0.51833

Energy above the lowest of the compared OMol25 structures with the same formula, charge and spin, eV: 1.8703
LUMO level, eV: 0.8
Net charge: 0
SMILES: CO[Si](CCNCCN)(OC)OC
HOMO level, Eh: -0.311

Results of the Löwdin charge analysis, in e, for atoms 1 through 6: -0.125, -0.298, 0.422, -0.141, -0.287, -0.067


No. 6
ORCA calculation (ωB97M-V with the def2-TZVPD basis set) on 2 unconnected molecules or ions with the total composition C7H20N3OP.

Cartesian coordinates (Å):
C: -0.77957 -2.08176 2.59725
C: -1.07370 -0.68955 2.01018
P: -1.47306 -0.59158 0.22078
C: -1.30585 -2.25340 -0.54938
C: -2.69412 -2.84706 -0.85693
N: -0.19388 0.34065 -0.47083
C: -0.38056 1.09170 -1.55868
N: -1.44803 1.97005 -1.64600
N: 0.55496 1.04248 -2.53221
H: 0.28372 -2.21763 2.76850
H: -1.24429 -2.14659 3.57983
H: -1.19303 -2.89917 2.01635
H: -1.91661 -0.25874 2.54325
H: -0.23058 -0.03312 2.22299
H: -0.68216 -2.94544 0.01048
H: -0.78479 -2.07512 -1.48961
H: -2.78406 -3.03606 -1.92442
H: -3.48126 -2.13235 -0.62716
H: -2.87249 -3.78223 -0.33570
H: 0.79571 0.36603 -0.13481
H: -1.57974 2.41872 -0.74650
H: -2.32232 1.53799 -1.91769
H: 1.43712 1.09431 -1.83317
H: 0.61689 0.11655 -2.94435
C: 2.99165 3.16551 0.56444
C: 3.20330 1.83550 -0.16667
O: 2.02255 1.22597 -0.51429
H: 2.42766 3.01241 1.48750
H: 3.94928 3.62509 0.82951
H: 2.44602 3.86964 -0.06730
H: 3.84631 1.21858 0.49112
H: 3.86494 2.05866 -1.02645

Energy above the lowest of the compared OMol25 structures with the same formula, charge and spin, eV: 2.2353
LUMO level, eV: -0.1
Net charge: 0
HOMO level, Eh: -0.298

Results of the Löwdin charge analysis, in e, for atoms 1 through 6: -0.146, -0.394, 0.971, -0.408, -0.169, -0.121


No. 7
ORCA calculation (ωB97M-V with the def2-TZVPD basis set) on a molecular structure, C7H20N4O7P2S2.

Cartesian coordinates (Å):
N: 1.48538 0.59697 -5.36983
C: 1.12212 -0.49346 -5.42660
O: 0.93332 -1.78392 -5.46865
O: -0.28462 -2.08820 -4.74435
S: 0.21027 -2.43906 -3.16236
O: -0.99828 -2.29806 -2.41238
O: 0.54280 -4.06949 -3.20617
P: 2.02921 -4.55097 -2.69955
O: 2.91885 -3.27212 -2.39078
O: 1.73524 -5.30803 -1.32011
S: 2.84397 -5.72278 -3.95299
H: 3.12598 -3.17513 -1.44893
H: 1.15841 -4.74374 -0.77491
O: 1.18752 1.00153 -0.08191
P: 0.35329 1.26055 1.14046
N: -0.54687 -0.20032 1.20019
C: -1.94957 -0.45938 0.97048
C: 0.23927 -1.40396 1.37740
N: -0.47475 2.66061 0.56605
C: -1.91352 2.77078 0.46417
C: 0.14343 3.35678 -0.56157
N: 0.01799 1.68071 2.74423
C: -0.75859 0.92216 3.70608
C: 0.29842 3.04592 3.18707
H: -2.37699 -1.03401 1.80503
H: -2.10542 -1.03488 0.05110
H: -2.55110 0.44098 0.90554
H: 0.64901 -1.47635 2.39585
H: 1.07889 -1.42253 0.67233
H: -0.35330 -2.30256 1.20361
H: -2.31959 2.17352 -0.36188
H: -2.19805 3.81152 0.28987
H: -2.40620 2.49130 1.39932
H: -0.07082 2.86476 -1.51768
H: 1.22152 3.41409 -0.44597
H: -0.23087 4.38253 -0.61326
H: -1.83109 1.07956 3.55749
H: -0.51427 1.23529 4.72334
H: -0.54308 -0.14276 3.67274
H: -0.59317 3.67403 3.10941
H: 1.08709 3.49948 2.59256
H: 0.63817 3.05863 4.22553

LUMO level, eV: -0.3
Net charge: 0
HOMO level, Eh: -0.311

Results of the Löwdin charge analysis, in e, for atoms 1 through 6: 0.205, -0.327, -0.015, -0.225, 0.967, -0.348


No. 8
ORCA calculation (ωB97M-V with the def2-TZVPD basis set) on a gas-phase ion, C7H20N4P (charge +1).

Cartesian coordinates (Å):
C: -1.07572 2.60450 -0.86267
N: -0.09534 1.84392 -0.84229
P: 0.05702 0.24287 -0.26305
N: -1.36415 -0.40924 -0.59343
C: -1.64598 -1.72236 -1.12828
C: -2.52759 0.27950 0.05207
N: 0.68597 -0.18262 1.60880
C: 1.34563 1.05310 2.05547
C: -0.36211 -0.63648 2.48924
N: 1.41548 -0.29605 -0.95799
C: 2.11397 -1.46317 -0.39133
C: 1.95341 0.21303 -2.27323
H: -0.71036 3.49996 -1.41555
H: -2.09116 2.33571 -0.64732
H: -2.44891 -1.56567 -1.86401
H: -0.71726 -2.01138 -1.58224
H: -1.88040 -2.48214 -0.35110
H: -3.25814 -0.48373 0.11991
H: -2.33653 0.52494 1.20554
H: -3.02381 1.11173 -0.41585
H: 1.95943 1.52340 1.19372
H: 0.71329 1.81846 2.53872
H: 2.04541 0.50974 2.81253
H: -1.06563 -1.39022 1.83158
H: 0.12889 -1.29563 3.25318
H: -0.86717 0.17939 2.92407
H: 3.18154 -0.99839 -0.19334
H: 1.67597 -1.74764 0.50003
H: 1.96509 -2.23817 -1.12259
H: 2.12972 1.31098 -2.13258
H: 1.07124 0.10259 -2.96650
H: 3.02820 -0.23094 -2.58149

Energy above the lowest of the compared OMol25 structures with the same formula, charge and spin, eV: 1.5225
LUMO level, eV: -3.6
Net charge: +1
SMILES: C=NP(N(C)C)(N(C)C)=[N+](C)C
HOMO level, Eh: -0.458

Results of the Löwdin charge analysis, in e, for atoms 1 through 6: -0.029, -0.065, 0.861, -0.342, -0.071, -0.087


- What is the formula in the third record?
  C7H19O9Tl